1.
Here is a gas-phase ion, C3H6N5 (charge +1) from the Open Molecules 2025 dataset. Energies are from ωB97M-V with the def2-TZVPD basis set.

CARTESIAN COORDINATES (ANGSTROEM)
H (-1.823, 0.214, -3.735)
N (-1.071, 0.193, -3.148)
N (-0.717, 1.283, -2.725)
C (0.217, 1.601, -1.795)
N (0.437, 0.952, -0.671)
C (0.104, 0.331, 0.295)
C (0.312, -0.504, 1.336)
N (-0.186, -1.824, 1.210)
N (0.733, -0.144, 2.616)
H (0.776, 2.460, -2.054)
H (-0.043, -2.204, 0.249)
H (-0.224, -2.322, 2.132)
H (0.883, 0.783, 2.948)
H (0.602, -0.820, 3.343)

Results
**Structure (SMILES)**: [H]/N=N/C=[N+]=C=C(N)N
**Highest occupied orbital energy (alpha / beta)**: -12.4889 / -12.4900 eV
**HOMO-LUMO gap (alpha / beta)**: 7.15 / 7.15 eV
**Net charge**: +1
**E_LUMO (alpha / beta)**: -5.341 / -5.343 eV



2.
Here is a single C2H3N3O2 molecule from the Open Molecules 2025 dataset. Energies are from ωB97M-V with the def2-TZVPD basis set.

CARTESIAN COORDINATES (ANGSTROEM)
O (-2.091, -1.503, 0.559)
C (-1.252, -0.718, 0.332)
N (-0.461, 0.001, 1.354)
C (0.492, 0.413, 0.665)
O (1.542, 1.239, 1.120)
N (0.513, 0.161, -0.674)
N (-0.813, -0.317, -0.887)
H (2.336, 0.684, 0.571)
H (0.714, 0.914, -1.276)
H (-0.980, -0.874, -1.765)

Results
**Structure (SMILES)**: O=c1nc(O)[nH][nH]1
**Highest occupied orbital energy**: -9.9282 eV
**HOMO-LUMO gap**: 10.12 eV
**E_LUMO**: 0.197 eV



3.
Here is 12 unconnected molecules or ions with the total composition C42H80F2N10O10 from the Open Molecules 2025 dataset. Energies are from ωB97M-V with the def2-TZVPD basis set.

CARTESIAN COORDINATES (ANGSTROEM)
F (-14.797, -19.587, 8.609)
C (-14.896, -18.348, 8.097)
C (-14.296, -17.300, 8.736)
C (-14.379, -16.010, 8.139)
C (-15.158, -15.740, 7.052)
C (-15.874, -16.823, 6.420)
C (-15.714, -18.153, 6.937)
H (-13.627, -17.566, 9.529)
H (-13.671, -15.283, 8.495)
H (-15.088, -14.772, 6.601)
H (-16.509, -16.581, 5.569)
H (-16.188, -19.032, 6.429)
F (-24.334, -14.558, 7.568)
C (-23.421, -14.411, 6.593)
C (-23.694, -14.960, 5.378)
C (-22.696, -15.006, 4.425)
C (-21.473, -14.388, 4.623)
C (-21.194, -13.801, 5.840)
C (-22.176, -13.832, 6.878)
H (-24.715, -15.414, 5.344)
H (-22.871, -15.429, 3.473)
H (-20.787, -14.423, 3.771)
H (-20.272, -13.397, 5.971)
H (-22.005, -13.360, 7.822)
C (-17.914, -7.931, -1.694)
N (-17.911, -8.691, -0.470)
C (-17.701, -10.136, -0.517)
C (-18.089, -8.054, 0.697)
O (-18.060, -8.530, 1.806)
H (-18.753, -8.353, -2.351)
H (-16.935, -8.002, -2.210)
H (-18.192, -6.921, -1.459)
H (-18.428, -10.634, -1.169)
H (-16.717, -10.325, -0.942)
H (-17.955, -10.537, 0.483)
H (-18.231, -6.944, 0.546)
C (-15.940, -21.519, 6.409)
N (-17.155, -21.095, 5.840)
C (-18.321, -21.480, 6.601)
C (-17.317, -20.578, 4.598)
O (-18.331, -20.208, 4.044)
H (-15.916, -22.613, 6.308)
H (-15.932, -21.178, 7.458)
H (-15.018, -21.164, 5.898)
H (-18.445, -20.886, 7.550)
H (-19.197, -21.352, 6.011)
H (-18.220, -22.591, 6.805)
H (-16.322, -20.513, 4.053)
C (-16.334, -15.091, -2.787)
N (-16.868, -13.938, -2.091)
C (-18.239, -13.453, -2.261)
C (-16.114, -13.343, -1.120)
O (-14.978, -13.577, -0.822)
H (-16.540, -15.122, -3.840)
H (-16.743, -16.090, -2.421)
H (-15.227, -15.026, -2.604)
H (-18.626, -13.091, -1.251)
H (-18.215, -12.660, -3.001)
H (-18.916, -14.219, -2.649)
H (-16.713, -12.601, -0.567)
C (-18.996, -15.736, 8.172)
N (-19.236, -17.110, 8.574)
C (-20.464, -17.833, 8.095)
C (-18.259, -17.769, 9.195)
O (-18.288, -18.987, 9.564)
H (-17.990, -15.449, 8.405)
H (-19.587, -15.061, 8.845)
H (-19.250, -15.476, 7.138)
H (-20.113, -18.861, 7.966)
H (-21.305, -17.955, 8.801)
H (-20.807, -17.297, 7.178)
H (-17.328, -17.211, 9.434)
C (-13.331, -16.188, 3.755)
N (-12.986, -16.837, 2.466)
C (-11.635, -16.570, 2.003)
C (-13.643, -17.940, 1.990)
O (-14.610, -18.401, 2.585)
H (-12.751, -15.301, 3.791)
H (-13.051, -16.854, 4.498)
H (-14.429, -16.021, 3.783)
H (-11.489, -15.510, 1.856)
H (-10.893, -16.985, 2.694)
H (-11.582, -16.994, 1.010)
H (-13.127, -18.445, 1.166)
C (-20.439, -17.961, 1.637)
N (-19.328, -18.027, 0.703)
C (-18.167, -18.829, 1.001)
C (-19.430, -17.295, -0.420)
O (-18.528, -17.227, -1.320)
H (-20.703, -18.935, 2.068)
H (-21.298, -17.537, 1.133)
H (-20.089, -17.391, 2.573)
H (-18.370, -19.895, 0.959)
H (-17.327, -18.586, 0.357)
H (-17.793, -18.679, 2.025)
H (-20.405, -16.797, -0.523)
C (-21.659, -13.653, -0.903)
N (-22.314, -13.119, 0.257)
C (-23.076, -11.867, 0.011)
C (-22.412, -13.881, 1.370)
O (-21.995, -14.973, 1.528)
H (-21.022, -12.843, -1.333)
H (-22.368, -13.913, -1.693)
H (-21.049, -14.515, -0.606)
H (-22.402, -11.115, -0.355)
H (-23.841, -12.017, -0.711)
H (-23.505, -11.427, 0.915)
H (-23.092, -13.330, 2.122)
C (-14.871, -11.233, 1.963)
N (-15.479, -11.893, 3.144)
C (-16.502, -11.097, 3.934)
C (-14.928, -13.032, 3.638)
O (-15.239, -13.500, 4.691)
H (-14.377, -12.041, 1.433)
H (-14.126, -10.517, 2.336)
H (-15.596, -10.747, 1.312)
H (-17.225, -10.713, 3.151)
H (-16.988, -11.715, 4.657)
H (-15.994, -10.273, 4.441)
H (-14.186, -13.465, 2.930)
C (-20.084, -10.468, 3.938)
N (-20.488, -9.608, 2.803)
C (-20.995, -8.265, 3.082)
C (-20.587, -10.149, 1.551)
O (-20.983, -9.543, 0.547)
H (-20.883, -10.801, 4.555)
H (-19.406, -9.892, 4.515)
H (-19.506, -11.314, 3.437)
H (-20.213, -7.711, 3.664)
H (-21.101, -7.837, 2.080)
H (-21.968, -8.276, 3.557)
H (-20.091, -11.172, 1.522)
C (-17.727, -15.400, 3.711)
N (-17.692, -14.979, 2.328)
C (-16.739, -15.644, 1.440)
C (-18.166, -13.738, 2.127)
O (-17.865, -12.955, 1.239)
H (-16.979, -15.019, 4.391)
H (-17.563, -16.522, 3.725)
H (-18.664, -15.185, 4.177)
H (-16.899, -15.083, 0.483)
H (-15.702, -15.643, 1.776)
H (-16.994, -16.688, 1.341)
H (-18.848, -13.479, 2.920)

Results
**Structure (SMILES)**: Fc1ccccc1.Fc1ccccc1.CN(C)C=O.CN(C)C=O.CN(C)C=O.CN(C)C=O.CN(C)C=O.CN(C)C=O.CN(C)C=O.CN(C)C=O.CN(C)C=O.CN(C)C=O
**Highest occupied orbital energy**: -8.8052 eV
**HOMO-LUMO gap**: 9.33 eV
**E_LUMO**: 0.528 eV



4.
Here is a molecular structure, C25H42CeCl2O2P2 from the Open Molecules 2025 dataset. Energies are from ωB97M-V with the def2-TZVPD basis set.

CARTESIAN COORDINATES (ANGSTROEM)
Ce (0.443, -0.727, -1.136)
C (-1.992, -0.097, 2.722)
C (-2.098, 1.003, 1.824)
C (-3.502, -0.658, 1.087)
C (-2.856, -1.128, 2.260)
C (-2.995, 0.632, 0.782)
C (-1.144, -0.153, 3.934)
H (-1.012, 0.849, 4.363)
H (-0.141, -0.558, 3.716)
H (-1.604, -0.794, 4.696)
C (-3.082, -2.439, 2.877)
H (-2.659, -2.477, 3.887)
H (-2.628, -3.247, 2.283)
H (-4.159, -2.656, 2.944)
C (-4.561, -1.374, 0.347)
H (-5.247, -1.889, 1.033)
H (-4.136, -2.136, -0.319)
H (-5.140, -0.680, -0.273)
C (-3.391, 1.443, -0.381)
H (-4.420, 1.823, -0.269)
H (-3.365, 0.857, -1.314)
H (-2.729, 2.307, -0.511)
C (-1.473, 2.331, 1.978)
H (-2.237, 3.107, 2.146)
H (-0.895, 2.635, 1.092)
H (-0.800, 2.353, 2.844)
C (2.505, -1.143, -1.101)
C (2.822, -0.517, 0.270)
C (3.191, 0.988, 0.157)
C (2.095, 1.972, -0.292)
C (0.838, 1.393, -0.943)
C (0.880, 1.371, -2.476)
C (1.479, 0.112, -3.174)
C (2.737, -0.425, -2.430)
H (4.060, 1.068, -0.514)
H (2.571, 2.669, -1.004)
H (3.569, 1.323, 1.126)
H (3.449, 0.400, -2.323)
H (2.633, -2.245, -1.142)
H (3.776, -0.999, 0.558)
H (3.205, -1.156, -3.104)
H (0.740, -0.698, -3.425)
H (1.575, 2.167, -2.798)
H (1.814, 0.440, -4.161)
H (1.790, 2.618, 0.552)
H (-0.117, 1.784, -0.529)
P (2.658, -1.082, 3.340)
C (4.059, -2.210, 2.979)
C (3.555, 0.506, 3.523)
P (-0.712, 2.440, -3.293)
C (1.902, -0.863, 1.496)
C (-0.018, 4.101, -3.671)
C (-0.620, 1.662, -4.939)
H (3.654, -3.204, 2.748)
H (4.654, -2.281, 3.898)
H (4.697, -1.864, 2.157)
H (2.949, 1.348, 3.164)
H (4.539, 0.494, 3.041)
H (3.685, 0.609, 4.611)
H (0.388, 1.702, -5.372)
H (-1.317, 2.204, -5.593)
H (-0.961, 0.619, -4.846)
H (1.408, -1.844, 1.349)
H (1.135, -0.067, 1.625)
H (-0.744, 4.599, -4.329)
H (0.958, 4.038, -4.167)
H (0.059, 4.658, -2.730)
Cl (-2.860, -4.850, -0.180)
C (-2.341, -4.059, -1.682)
Cl (-3.662, -3.283, -2.571)
C (-1.290, -2.978, -1.416)
O (-0.893, -2.681, -0.235)
O (-0.827, -2.370, -2.446)
H (-1.846, -4.795, -2.322)

Results
**Highest occupied orbital energy (alpha / beta)**: -9.4041 / -9.3107 eV
**HOMO-LUMO gap (alpha / beta)**: 5.98 / 5.89 eV
**Net charge**: +1
**E_LUMO (alpha / beta)**: -3.422 / -3.426 eV
**2S+1**: 2



5.
Here is a molecular structure, CH3ClOSi from the Open Molecules 2025 dataset. Energies are from ωB97M-V with the def2-TZVPD basis set.

CARTESIAN COORDINATES (ANGSTROEM)
C (-0.753, 0.968, 0.032)
O (-1.417, 1.835, 0.266)
Si (0.701, -0.242, -0.075)
Cl (-1.822, -1.147, -0.522)
H (1.318, -0.864, -1.229)
H (0.278, -1.098, 0.980)
H (1.695, 0.549, 0.547)

Results
**Highest occupied orbital energy**: -9.7978 eV
**HOMO-LUMO gap**: 8.96 eV
**E_LUMO**: -0.839 eV



6.
Here is a molecular structure, C39H31F3N5O4V from the Open Molecules 2025 dataset. Energies are from ωB97M-V with the def2-TZVPD basis set.

CARTESIAN COORDINATES (ANGSTROEM)
V (1.193, 0.095, 0.014)
C (-3.387, -0.119, 0.393)
C (-3.091, 0.241, 1.814)
C (-3.638, 1.271, 2.439)
C (-1.769, 2.351, 3.769)
C (-0.646, 1.581, 4.445)
C (-0.056, 0.543, 3.860)
C (1.136, -0.138, 4.456)
C (-0.612, 0.106, 2.476)
N (0.322, -0.688, 1.667)
C (0.595, -1.945, 2.062)
O (0.107, -2.584, 2.990)
C (1.606, -2.549, 1.130)
C (2.115, -3.828, 1.238)
C (2.960, -4.289, 0.237)
C (3.194, -3.484, -0.869)
C (2.631, -2.222, -0.898)
N (1.909, -1.741, 0.114)
C (2.703, -1.274, -2.052)
O (3.263, -1.572, -3.097)
N (2.042, -0.135, -1.738)
C (2.283, 0.991, -2.581)
C (3.616, 1.383, -2.830)
C (4.780, 0.726, -2.143)
C (3.861, 2.417, -3.718)
C (2.824, 3.085, -4.346)
C (1.521, 2.758, -4.030)
C (1.231, 1.734, -3.135)
C (-0.221, 1.497, -2.791)
H (-4.170, 0.521, -0.014)
H (-3.714, -1.158, 0.320)
H (-2.488, -0.008, -0.222)
H (-4.349, 1.930, 1.950)
H (-1.877, 3.323, 4.249)
H (-0.322, 1.917, 5.423)
H (1.435, 0.367, 5.373)
H (1.975, -0.114, 3.757)
H (0.918, -1.182, 4.678)
H (1.831, -4.430, 2.090)
H (3.401, -5.274, 0.307)
H (3.780, -3.806, -1.718)
H (4.519, 0.433, -1.128)
H (5.616, 1.423, -2.095)
H (5.102, -0.161, -2.693)
H (4.886, 2.712, -3.906)
H (3.030, 3.878, -5.053)
H (0.705, 3.316, -4.476)
H (-0.713, 2.450, -2.594)
H (-0.342, 0.864, -1.913)
H (-0.749, 1.025, -3.622)
O (2.592, 3.578, -0.607)
C (1.981, 2.646, -0.149)
O (2.463, 1.484, 0.222)
C (0.520, 2.740, 0.273)
C (-0.130, 3.880, 0.690)
C (-1.051, 3.779, 1.739)
C (-1.245, 2.560, 2.365)
C (-3.181, 1.597, 3.840)
C (-3.081, 0.298, 4.610)
C (-2.546, -0.747, 4.002)
C (-2.067, -0.587, 2.580)
C (-0.672, 1.440, 1.772)
N (0.127, 1.530, 0.725)
H (0.159, 4.841, 0.288)
H (-1.504, 4.675, 2.146)
H (-3.897, 2.259, 4.323)
H (-3.425, 0.263, 5.637)
H (-2.415, -1.710, 4.479)
H (-1.969, -1.572, 2.133)
F (-3.710, -2.919, -5.103)
C (-3.873, -3.009, -3.776)
F (-4.281, -4.260, -3.497)
F (-4.879, -2.180, -3.434)
C (-2.621, -2.657, -3.021)
C (-1.526, -2.101, -3.660)
C (-0.437, -1.733, -2.885)
N (-0.410, -1.855, -1.559)
C (-1.452, -2.435, -0.967)
C (-2.576, -2.865, -1.651)
H (-1.519, -1.952, -4.730)
H (0.453, -1.325, -3.349)
H (-1.378, -2.563, 0.108)
H (-3.399, -3.341, -1.135)

Results
**Highest occupied orbital energy (alpha / beta)**: -7.7968 / -8.1322 eV
**HOMO-LUMO gap (alpha / beta)**: 7.27 / 7.58 eV
**E_LUMO (alpha / beta)**: -0.523 / -0.556 eV
**2S+1**: 3



7.
Here is a molecular structure, C35H39GaN5 from the Open Molecules 2025 dataset. Energies are from ωB97M-V with the def2-TZVPD basis set.

CARTESIAN COORDINATES (ANGSTROEM)
Ga (-0.485, -0.838, -0.150)
N (-0.561, -2.002, 4.567)
N (0.328, -2.981, -1.879)
C (1.972, 1.936, 0.163)
C (3.214, 1.399, 0.587)
C (3.097, 1.020, 1.943)
C (4.117, 0.373, 2.797)
H (5.046, 0.241, 2.239)
H (3.788, -0.622, 3.130)
H (4.328, 0.967, 3.698)
C (1.787, 1.374, 2.381)
C (1.183, 0.981, 3.634)
H (1.787, 0.276, 4.200)
H (0.045, 0.106, 3.267)
H (0.767, 1.787, 4.254)
C (1.083, 1.932, 1.268)
C (-0.327, 2.364, 1.262)
H (-0.979, 1.602, 1.699)
H (-0.690, 2.548, 0.244)
H (-0.473, 3.290, 1.838)
C (4.433, 1.296, -0.245)
H (4.944, 2.268, -0.267)
H (4.204, 1.022, -1.283)
H (5.130, 0.561, 0.169)
C (1.639, 2.382, -1.210)
H (0.626, 2.793, -1.261)
H (1.697, 1.559, -1.938)
H (2.332, 3.170, -1.537)
C (-0.815, -3.125, 5.212)
H (-0.881, -3.068, 6.298)
C (-0.993, -4.360, 4.560)
H (-1.251, -5.223, 5.160)
C (-0.797, -4.417, 3.174)
H (-0.939, -5.347, 2.636)
C (-0.451, -3.264, 2.482)
H (-0.266, -3.237, 1.411)
C (-0.289, -2.048, 3.237)
C (0.159, -0.852, 2.643)
H (1.093, -0.966, 2.075)
C (-0.010, -1.670, -1.901)
C (1.027, -3.279, -2.997)
H (1.502, -4.242, -3.161)
C (1.006, -2.200, -3.845)
H (1.449, -2.074, -4.819)
N (0.446, -1.152, -3.132)
C (0.374, 0.168, -3.641)
C (1.487, 0.659, -4.364)
C (1.303, 1.791, -5.164)
H (2.109, 2.086, -5.842)
C (0.133, 2.552, -5.103)
C (0.038, 3.820, -5.899)
H (-0.482, 4.613, -5.347)
H (-0.503, 3.661, -6.843)
H (1.045, 4.172, -6.153)
C (-0.922, 2.103, -4.300)
H (-1.864, 2.660, -4.261)
C (-0.839, 0.889, -3.604)
C (-2.076, 0.401, -2.905)
H (-2.173, -0.690, -2.861)
H (-2.956, 0.779, -3.448)
H (-2.162, 0.801, -1.881)
C (2.854, 0.056, -4.305)
H (2.944, -0.912, -4.812)
H (3.244, -0.042, -3.281)
H (3.518, 0.738, -4.852)
N (-4.296, -1.985, 0.924)
C (-3.168, -1.739, 0.217)
N (-2.399, -0.874, 0.889)
C (-3.059, -0.536, 2.086)
C (-2.775, 0.374, 3.108)
C (-3.766, 0.645, 4.060)
C (-4.966, -0.084, 4.062)
C (-5.200, -1.090, 3.109)
C (-4.253, -1.244, 2.107)
H (-5.032, -2.615, 0.610)
H (-2.990, -2.102, -0.801)
H (-1.799, 0.843, 3.160)
H (-3.597, 1.419, 4.811)
H (-5.719, 0.140, 4.816)
H (-6.078, -1.736, 3.105)

Results
**Highest occupied orbital energy**: -1.9120 eV
**HOMO-LUMO gap**: 4.26 eV
**Net charge**: -1
**E_LUMO**: 2.351 eV



Ordered energy relative to the best compared isomer or geometry (same formula, charge and spin) results: 437.1 186.7 436.2 547.1 185.6 80.8 189.3; unit kJ/mol.
Ordered maximum force results: 5.287 5.544 4.883 4.596 1.627 2.707 3.816; unit eV/Å.